No. 1
DFT (ωB97M-V with the def2-TZVPD basis set) results for C3H5P as an isolated structure in a non-equilibrium geometry.

Structure (XYZ):
```
9
Properties=species:S:1:pos:R:3:forces:R:3:nbo_charge:R:1
P 1.6194 -0.6867 -0.1509 -0.53 -0.08 0.56 0.638
C 0.3877 0.5446 -0.7076 -0.96 -0.84 -4.45 -0.552
C -0.6162 0.1422 0.3545 -0.17 0.04 0.13 -0.510
C 0.3261 -0.8738 0.9217 0.67 -0.06 -0.12 -0.534
H -1.5510 -0.2729 -0.0271 0.02 0.01 -0.05 0.229
H -0.0887 0.0898 -2.3210 0.97 1.05 3.78 0.082
H 0.6152 1.5797 -0.9074 0.07 0.18 0.04 0.217
H 0.1777 -1.4809 1.7970 -0.05 -0.25 0.15 0.214
H -0.8702 0.9580 1.0408 -0.01 -0.04 -0.03 0.217
```
Forces are in eV/Å.

Its HOMO-LUMO gap is 9.18 eV. Its total charge is 0. The calculation puts the LUMO energy at 0.009 hartree. Its energy above the lowest of the compared OMol25 structures with the same formula, charge and spin is 46.0 kcal/mol.



No. 2
DFT (ωB97M-V with the def2-TZVPD basis set) results for one molecule with the formula C3H6 in a non-equilibrium geometry.

Structure (XYZ):
```
9
Properties=species:S:1:pos:R:3:forces:R:3:nbo_charge:R:1
C 0.1699 0.7982 -0.0239 -0.20 2.32 -1.22 -0.424
C -0.8595 -0.2279 0.0205 0.37 -2.21 -1.36 -0.423
C 0.6609 -0.5497 -0.0282 0.46 -1.31 0.96 -0.417
H -1.4417 -0.5775 -0.8767 0.63 0.72 1.18 0.219
H 0.2628 1.4879 -0.8418 -0.04 -0.14 -0.60 0.212
H -1.1804 -0.5171 0.9843 -1.12 0.04 0.63 0.211
H 0.3025 1.3198 0.8669 0.25 0.85 1.47 0.206
H 1.0950 -1.0354 -0.8805 0.01 0.10 -0.34 0.213
H 1.1340 -0.8012 0.9373 -0.37 -0.36 -0.72 0.202
```
Forces are in eV/Å.

Its HOMO-LUMO gap is 11.58 eV. Its total charge is 0. The calculation puts the LUMO energy at 0.052 hartree. As for the SMILES: C1CC1. Its energy above the lowest of the compared OMol25 structures with the same formula, charge and spin is 13.8 kcal/mol.



No. 3
DFT (ωB97M-V with the def2-TZVPD basis set) results for a 2-piece molecular cluster, C3H6 overall in a non-equilibrium geometry.

Structure (XYZ):
```
9
Properties=species:S:1:pos:R:3:forces:R:3:nbo_charge:R:1
C -0.2258 0.5360 -0.9024 -5.23 -2.71 -1.58 -0.494
C 0.6640 -0.1887 1.2935 0.74 -0.64 -2.07 -0.422
C 0.1200 -0.4658 0.0766 0.95 0.42 1.23 -0.230
H -0.0905 1.5811 -0.6810 -0.19 0.20 -0.51 0.225
H 1.0338 -1.0377 1.8547 -0.10 0.22 0.36 0.201
H -1.9417 0.2317 -0.9511 2.64 1.03 0.78 0.059
H -0.7126 0.0398 -1.8469 2.29 1.67 0.82 0.263
H 0.0174 -1.4856 -0.2897 -0.35 0.00 0.53 0.204
H 1.1354 0.7892 1.4463 -0.76 -0.19 0.44 0.195
```
Forces are in eV/Å.

Its HOMO-LUMO gap is 8.58 eV. Its total charge is 0. The calculation puts the LUMO energy at 0.004 hartree. Its energy above the lowest of the compared OMol25 structures with the same formula, charge and spin is 80.5 kcal/mol.



No. 4
DFT (ωB97M-V with the def2-TZVPD basis set) results for one molecule with the formula C3H6 in a non-equilibrium geometry.

Structure (XYZ):
```
9
Properties=species:S:1:pos:R:3:forces:R:3:nbo_charge:R:1
C -0.3433 0.8776 0.6920 1.84 -0.92 -2.71 -0.634
C 0.1939 -1.2049 -0.7553 -3.28 2.82 2.70 -0.394
C 0.6709 -0.1413 -0.0890 -4.85 0.73 0.47 -0.146
H 1.5398 0.3218 -0.2857 3.56 0.79 -0.50 0.179
H -1.2360 0.3437 0.5944 -1.91 -0.21 -0.16 0.201
H -0.4074 1.9332 0.2888 0.23 -1.42 0.03 0.213
H 0.6888 -1.7091 -1.4770 1.77 -1.74 -1.88 0.193
H -0.9406 -1.3701 -0.6779 1.86 -0.17 0.00 0.183
H -0.1662 0.9491 1.7098 0.78 0.12 2.05 0.206
```
Forces are in eV/Å.

Its HOMO-LUMO gap is 11.13 eV. Its total charge is 0. The calculation puts the LUMO energy at 0.049 hartree. As for the SMILES: C=CC. Its energy above the lowest of the compared OMol25 structures with the same formula, charge and spin is 21.0 kcal/mol.



No. 5
DFT (ωB97M-V with the def2-TZVPD basis set) results for a 2-piece molecular cluster, C3H6 overall in a non-equilibrium geometry.

Structure (XYZ):
```
9
Properties=species:S:1:pos:R:3:forces:R:3:nbo_charge:R:1
C -0.1976 -0.1229 0.2110 0.05 -1.84 3.13 -0.184
C 0.6657 1.0476 0.4647 -1.95 -1.74 -2.78 -0.409
C -0.2153 -1.2008 -0.6169 -2.73 0.28 0.18 -0.499
H -0.8031 -2.1331 -0.2157 1.00 1.95 -1.12 0.211
H 0.0835 1.1226 -1.3292 1.94 1.23 2.61 0.051
H 0.0568 1.5671 1.2068 0.69 1.29 -0.69 0.204
H -0.4230 -0.8948 -1.6713 1.45 -0.98 0.31 0.217
H 1.6989 0.7766 0.8389 -0.95 0.75 -1.44 0.243
H -0.8659 -0.1624 1.1117 0.50 -0.93 -0.19 0.166
```
Forces are in eV/Å.

Its HOMO-LUMO gap is 7.77 eV. Its total charge is 0. The calculation puts the LUMO energy at -0.017 hartree. Its energy above the lowest of the compared OMol25 structures with the same formula, charge and spin is 132.4 kcal/mol.



No. 6
DFT (ωB97M-V with the def2-TZVPD basis set) results for one molecule with the formula C3H6 in a non-equilibrium geometry.

Structure (XYZ):
```
9
Properties=species:S:1:pos:R:3:forces:R:3:nbo_charge:R:1
C -0.5601 0.2525 0.5076 5.97 -0.43 1.39 -0.151
C 1.1715 0.0251 -0.0691 -1.79 1.09 1.66 -0.648
C -1.4376 -0.0232 -0.3695 -3.38 -0.59 -2.70 -0.437
H -0.7433 0.4775 1.5526 0.14 0.04 -0.12 0.199
H -2.5606 -0.0377 -0.1964 1.59 0.15 -0.15 0.208
H 1.2231 -0.9570 -0.5793 -0.10 0.60 0.50 0.210
H -1.0898 -0.2305 -1.3943 -0.47 -0.10 0.42 0.194
H 1.2600 0.8375 -0.8086 0.12 -0.42 0.24 0.208
H 2.0452 0.1547 0.7044 -2.08 -0.35 -1.23 0.216
```
Forces are in eV/Å.

Its HOMO-LUMO gap is 11.49 eV. Its total charge is 0. The calculation puts the LUMO energy at 0.048 hartree. As for the SMILES: C=CC. Its energy above the lowest of the compared OMol25 structures with the same formula, charge and spin is 30.0 kcal/mol.



No. 7
DFT (ωB97M-V with the def2-TZVPD basis set) results for C3H6AgO as an isolated structure in a non-equilibrium geometry.

Structure (XYZ):
```
11
Properties=species:S:1:pos:R:3:forces:R:3:nbo_charge:R:1
Ag 0.8611 1.9392 -2.7734 -0.16 -0.51 0.55 0.980
O -0.1003 0.4891 -1.1228 0.98 -0.95 0.18 -0.670
C 1.3812 1.0972 1.3731 -0.04 -0.61 0.17 -0.270
C 0.2568 0.3844 1.2178 0.89 1.18 -0.21 -0.337
C -0.1064 -0.1904 -0.0845 -2.68 2.15 -0.38 0.454
H 2.2221 -0.2094 -2.4607 0.41 0.56 1.27 0.001
H 1.7027 1.4431 2.3560 -0.30 0.33 -0.37 0.233
H -0.8150 -1.0385 -0.0523 0.81 -0.42 -0.25 0.168
H 2.4031 0.0828 -1.7411 -0.28 -0.46 -1.46 0.002
H -0.5548 0.4646 1.9437 0.39 -0.93 0.19 0.254
H 2.0706 1.2591 0.5411 -0.01 -0.34 0.30 0.185
```
Forces are in eV/Å.

Its HOMO-LUMO gap is 8.18 eV. Its total charge is +1. The calculation puts the LUMO energy at -0.220 hartree.



No. 8
DFT (ωB97M-V with the def2-TZVPD basis set) results for one molecule with the formula C3H6BNO2 in a non-equilibrium geometry.

Structure (XYZ):
```
13
Properties=species:S:1:pos:R:3:forces:R:3:nbo_charge:R:1
O -0.2592 0.9260 0.3482 -1.59 -1.42 -0.47 -0.668
O -2.6076 0.6499 0.4840 -1.03 0.31 0.72 -0.851
N 0.7423 -1.0416 -0.4332 -3.79 -0.36 0.74 -0.431
C 0.8042 0.1618 -0.0481 0.94 0.50 0.73 0.501
C 2.1166 0.8666 0.1554 1.84 0.36 0.41 -0.690
C -1.0571 -1.2376 -0.4110 4.57 1.19 -0.51 -0.652
B -1.4475 0.0925 0.1699 2.18 2.09 -0.13 1.086
H -1.4467 -2.0796 0.0196 -0.32 -2.41 1.41 0.224
H -1.0243 -1.3960 -1.4395 -0.86 0.14 -1.91 0.256
H 1.9877 1.9675 0.4969 0.27 -2.11 -0.45 0.239
H 2.7280 0.8338 -0.7778 -0.68 0.27 0.46 0.240
H 2.7959 0.2294 0.8546 -1.43 1.36 -0.76 0.244
H -3.3324 0.0273 0.5811 -0.10 0.09 -0.24 0.501
```
Forces are in eV/Å.

Its HOMO-LUMO gap is 10.19 eV. Its total charge is 0. The calculation puts the LUMO energy at 0.011 hartree. As for the SMILES: CC1=NCB(O)O1. Its energy above the lowest of the compared OMol25 structures with the same formula, charge and spin is 27.4 kcal/mol.